[1]
76
Properties=species:S:1:pos:R:3:mulliken_charge:R:1 method="wB97M-V/def2-TZVPD" spin_multiplicity=2 e_tot_ev=-118010.780 charge=+3 relative_energy_kj_mol=0.0 mol_weight_g_mol=726.012
Re 1.005 0.412 0.108 0.3743
As -1.013 -0.513 -0.652 -0.3959
Si -2.227 -1.826 1.566 0.4375
Si -1.797 -1.651 -2.979 0.3923
Si -2.174 1.665 -0.532 0.2306
N 2.225 -0.351 4.159 -0.7232
N 2.390 2.010 3.710 -0.6947
N 1.741 -1.790 2.459 -0.0614
N 2.671 1.151 5.815 -0.2660
N 1.682 0.504 2.017 0.1232
N 1.745 2.380 0.233 0.1699
C -3.969 -1.541 1.132 -0.6501
C 2.413 0.916 4.553 0.1886
C -0.878 -0.698 -4.232 -1.0371
C 1.808 3.247 -0.793 0.1037
C 1.891 -0.539 2.905 0.5955
C 2.041 1.746 2.506 0.1705
C 2.010 -1.995 -2.697 -1.2119
C -3.574 -1.269 -2.900 -0.9223
C -1.553 2.524 -2.044 -0.6695
C -4.001 1.522 -0.573 -1.0394
C -1.620 2.426 1.073 -0.8782
C -1.616 -0.818 2.972 -0.7426
C 2.503 5.000 0.670 -0.6109
C 2.192 4.562 -0.606 -1.0996
C 2.069 2.811 1.476 0.9857
C 4.154 -2.283 -1.426 -1.7119
C -1.461 -3.437 1.199 -0.8849
C -1.345 -3.361 -2.546 -0.9161
C 2.612 -0.427 -0.815 -1.4288
C 2.681 -1.872 -1.340 1.4612
C 2.443 4.104 1.735 -0.6349
H -0.467 0.219 -3.812 0.2620
H 2.690 4.392 2.748 0.6057
H -2.465 -0.379 3.501 0.5181
H -0.474 -3.312 0.758 0.1432
H -4.377 0.949 -1.419 0.2972
H 1.730 -1.965 1.466 -0.1542
H -1.579 -0.423 -5.026 0.4286
H -1.646 3.609 -1.926 0.4269
H -4.002 -1.407 -1.910 0.0951
H -1.734 3.513 1.008 0.4383
H 4.713 -1.584 -2.052 0.3775
H -1.351 -4.013 2.124 0.4552
H -2.246 2.078 1.898 0.3601
H 2.033 -3.028 -3.047 0.4888
H -0.062 -1.271 -4.675 0.4479
H 0.976 -1.658 -2.664 -0.2509
H -4.327 -0.636 1.621 0.2963
H 1.555 2.862 -1.770 0.6262
H 2.880 0.295 -1.605 0.7357
H 3.341 -0.274 0.002 0.6062
H -4.582 -2.378 1.490 0.4580
H -4.127 -1.457 0.061 0.0351
H -0.979 -0.009 2.622 -0.0692
H 2.801 6.027 0.840 0.4995
H -2.083 -4.021 0.519 0.3438
H -2.165 -3.828 -1.998 0.3060
H 2.184 -2.544 -0.628 -0.2257
H 4.626 -2.313 -0.442 0.4294
H -4.424 1.120 0.345 0.3107
H 2.853 2.092 6.130 0.2687
H 4.245 -3.274 -1.872 0.4371
H -3.781 -0.258 -3.251 0.3120
H -0.429 -3.426 -1.962 0.2452
H -0.514 2.288 -2.272 -0.0762
H -2.160 2.244 -2.909 0.3725
H -4.380 2.546 -0.683 0.4093
H -4.090 -1.966 -3.574 0.4798
H -1.189 -3.933 -3.468 0.4457
H 2.247 5.226 -1.458 0.4806
H 2.538 -1.385 -3.436 0.5016
H 2.062 -2.528 3.070 0.3189
H -1.045 -1.422 3.680 0.3808
H 2.740 0.384 6.468 0.2862
H -0.580 2.238 1.355 0.1928


[2]
19
Properties=species:S:1:pos:R:3:mulliken_charge:R:1 method="wB97M-V/def2-TZVPD" e_tot_ev=-8460.260 relative_energy_kj_mol=395.0 mol_weight_g_mol=100.161
O -0.630 -0.437 0.504 -0.5348
C 1.300 1.572 0.348 0.0831
C -0.102 1.136 0.734 -0.1630
C -1.412 -0.699 -0.692 -0.2681
C 1.714 0.221 -0.205 -1.1123
C 0.930 1.472 1.798 -0.6221
C -1.574 -2.189 -1.071 -1.1714
H 0.742 2.392 2.363 0.2531
H -1.008 1.673 0.573 0.3846
H -0.620 -2.657 -1.341 0.3066
H -2.407 -0.286 -0.505 0.3603
H 1.726 0.290 -1.295 0.2765
H 2.630 -0.174 0.226 0.3527
H 1.614 2.558 -0.068 0.3296
H 0.784 -0.492 0.059 0.3512
H 1.416 0.697 2.390 0.2149
H -0.970 -0.180 -1.553 0.2997
H -2.231 -2.276 -1.955 0.3586
H -2.034 -2.775 -0.269 0.3008


[3]
116
Properties=species:S:1:pos:R:3:mulliken_charge:R:1 method="wB97M-V/def2-TZVPD" spin_multiplicity=2 e_tot_ev=-118764.346 charge=+1 mol_weight_g_mol=891.102
Mn 12.580 13.220 12.494 0.6940
S 19.169 12.239 9.718 -0.0802
S 16.421 11.935 10.846 -0.1215
O 10.617 13.770 8.988 -0.6845
O 10.278 11.902 15.673 -0.7003
N 12.004 15.368 12.481 -0.4574
N 14.306 14.082 13.219 1.2571
N 12.341 13.501 10.489 1.1391
N 18.563 13.039 12.058 -0.1799
N 12.079 12.829 14.528 1.3078
N 10.698 12.855 12.354 1.5226
C 12.911 10.255 11.956 2.3860
C 12.988 11.665 12.179 0.3003
C 14.597 11.911 17.128 -0.4720
C 17.989 12.424 11.007 0.2681
C 15.338 13.415 13.701 0.2439
C 13.088 16.166 13.034 -0.6510
C 10.836 12.338 14.684 -0.0644
C 15.435 10.110 15.062 -2.2250
C 10.832 15.405 15.620 -1.1530
C 13.469 13.902 17.828 -0.8514
C 12.880 12.871 15.724 -0.8841
C 14.230 14.420 9.249 0.8120
C 13.913 8.083 11.871 -1.2060
C 16.320 14.015 14.513 -1.7609
C 14.041 10.706 15.014 2.3238
C 15.030 13.397 7.233 -1.6184
C 20.393 13.288 10.563 -0.5559
C 14.426 12.941 18.058 -1.4799
C 10.029 12.462 13.427 -0.2996
C 13.044 17.524 13.153 -0.8126
C 14.098 18.210 13.765 -1.1226
C 7.989 12.458 12.163 -1.1434
C 14.208 15.429 13.484 0.3584
C 8.740 12.892 11.094 -0.7512
C 11.641 9.699 11.886 -0.3957
C 16.246 15.363 14.769 -1.2272
C 11.487 8.314 11.826 -1.2053
C 13.246 12.331 8.494 0.7954
C 13.025 9.849 8.699 -1.5080
C 11.512 14.887 16.835 0.3029
C 12.266 11.180 8.563 1.7984
C 11.035 13.485 10.095 0.0144
C 13.844 11.852 15.966 0.8714
C 15.213 16.126 14.205 0.9745
C 10.093 13.053 11.194 0.0193
C 14.228 15.615 10.150 1.8696
C 15.158 17.524 14.319 -0.9400
C 15.100 14.391 8.177 -0.4050
C 13.307 13.404 9.405 -1.6694
C 12.628 7.512 11.819 -0.8844
C 19.992 13.288 12.022 -0.7663
C 14.140 12.341 7.454 -0.0673
C 8.662 12.223 13.384 -0.9196
C 12.639 13.865 16.699 0.9261
C 11.262 11.150 7.396 -1.7625
C 14.048 9.441 11.974 -0.0583
C 15.646 16.093 10.520 -1.6350
C 12.970 9.647 15.271 -1.2688
C 10.505 14.318 17.828 -1.6775
C 13.424 16.799 9.639 -1.4945
H 20.222 14.254 12.487 0.3382
H 12.389 16.601 9.373 0.2838
H 21.370 12.827 10.496 0.3988
H 10.854 14.385 18.871 0.3977
H 15.602 9.391 14.251 0.2940
H 11.157 15.541 13.027 0.5984
H 10.253 16.270 15.862 0.6421
H 17.974 13.288 12.841 0.1194
H 13.076 9.257 16.281 0.3810
H 15.617 16.837 11.338 0.3729
H 12.398 9.044 9.042 0.3641
H 15.056 12.977 18.964 0.3727
H 16.167 16.585 9.690 0.5166
H 15.712 13.373 6.406 0.4327
H 20.396 14.274 10.095 0.3246
H 10.296 13.246 17.669 0.2960
H 13.389 17.501 10.478 0.4570
H 15.790 15.213 7.997 0.3483
H 12.502 6.437 11.768 0.4392
H 13.782 15.273 11.069 -1.2648
H 8.151 11.899 14.288 0.6440
H 13.278 14.687 18.567 0.4737
H 9.588 14.858 17.732 0.5174
H 13.967 17.247 8.779 0.3696
H 15.016 9.919 12.066 0.4444
H 15.414 12.358 13.464 0.7599
H 15.629 9.556 15.973 0.6215
H 11.687 11.277 9.479 -0.8667
H 16.248 15.243 10.846 0.2223
H 13.467 9.587 7.738 0.5472
H 20.547 12.522 12.552 0.3434
H 14.778 7.457 11.927 0.5017
H 10.107 14.686 15.203 0.2735
H 13.068 8.849 14.520 0.3823
H 10.677 12.084 7.354 0.3621
H 14.074 19.306 13.900 0.3804
H 11.998 15.763 17.293 0.7777
H 11.762 11.015 6.442 0.3362
H 16.194 10.888 15.001 0.2819
H 10.511 7.844 11.799 0.4700
H 13.849 9.986 9.402 0.2306
H 11.978 10.085 15.209 0.1717
H 8.325 13.173 10.153 0.7389
H 10.732 10.288 11.850 0.2671
H 16.989 15.824 15.422 0.5071
H 15.339 11.135 17.296 0.3718
H 15.931 18.007 14.888 0.5671
H 10.582 10.318 7.564 0.4765
H 17.053 13.355 14.981 0.7825
H 12.186 18.076 12.787 0.6270
H 11.789 15.613 11.520 0.6172
H 6.946 12.298 12.107 0.5481
H 14.129 11.519 6.738 0.4008
H 11.544 15.637 14.811 -0.3535
H 13.928 11.125 14.038 -1.9334